No. 1
{"formula": "C31H61FN4O9P", "method": "wB97M-V/def2-TZVPD", "e_lumo_ev": -3.08, "charge": 1, "homo_energy_ev": -10.3, "spin_multiplicity": 1, "elements": ["C", "C", "C", "C", "C", "O", "C", "C", "C", "N", "C", "O", "P", "C", "C", "C", "C", "O", "C", "C", "C", "O", "O", "N", "N", "C", "C", "C", "C", "C", "C", "C", "O", "F", "N", "C", "C", "H", "H", "H", "H", "H", "H", "H", "H", "H", "H", "H", "H", "H", "H", "H", "H", "H", "H", "H", "H", "H", "H", "H", "H", "H", "H", "H", "H", "H", "H", "H", "H", "H", "H", "H", "H", "H", "H", "H", "H", "H", "H", "H", "C", "C", "O", "H", "H", "H", "H", "H", "H", "C", "C", "O", "H", "H", "H", "H", "H", "H", "C", "C", "O", "H", "H", "H", "H", "H", "H"], "xyz": [[2.1338, -5.1676, 0.7651], [2.2530, -4.3953, -0.1780], [2.3146, -3.3549, -1.3475], [2.0107, -1.8336, -0.8444], [2.9710, -1.6057, 0.4096], [2.4057, -1.9205, 1.6814], [2.9375, -1.1092, 2.7457], [0.4527, -2.0319, -0.4379], [-0.3709, -0.6569, -0.1312], [-0.0233, -0.2986, 1.2399], [-0.6865, 0.5424, 1.8533], [-1.3174, 1.4105, 2.3551], [-2.1978, -1.2824, -0.3605], [-3.4793, -0.0110, 0.1135], [-2.4319, -2.7291, 0.8712], [-2.4231, -2.2902, 2.3985], [-0.0633, 0.2915, -1.3628], [-0.7678, -0.4143, -2.4357], [-0.8852, 1.7022, -1.3677], [-2.0282, 1.7983, -2.4631], [-2.6612, 3.2743, -2.3877], [-3.7140, 3.4664, -2.9519], [-2.0247, 4.3590, -1.7428], [1.3494, 0.5331, -1.7524], [2.0917, 1.5045, -1.0882], [1.9541, 1.8512, 0.2918], [3.0463, 3.0096, 0.6169], [3.4547, 3.0458, 2.1613], [5.0461, 3.3015, 2.2021], [2.2195, -0.7410, -2.0243], [1.9764, -1.4307, -3.4201], [1.8784, -0.5510, -4.7126], [0.8875, -0.6410, -5.3993], [2.8729, 0.3060, -5.2075], [3.5782, -0.1510, -2.0815], [4.7399, -1.0534, -2.2085], [5.3037, -1.2355, -3.7141], [1.7236, -6.0310, 1.3584], [1.4622, -3.6904, -2.0322], [3.2390, -3.4498, -1.9796], [3.4712, -0.5766, 0.4224], [3.8629, -2.3153, 0.2747], [2.7880, -1.7054, 3.7057], [4.0299, -0.8460, 2.6084], [2.2728, -0.1862, 2.8662], [-0.1418, -2.5674, -1.2408], [0.3328, -2.6465, 0.5037], [-4.1901, 0.1189, -0.7675], [-4.1310, -0.4616, 0.9375], [-3.1160, 0.9765, 0.5145], [-1.6742, -3.5486, 0.6500], [-3.4487, -3.1850, 0.6299], [-1.3862, -2.0106, 2.7805], [-2.7770, -3.1936, 3.0020], [-3.1384, -1.4539, 2.6517], [-0.3975, -0.1816, -3.3111], [-1.3605, 1.9346, -0.3734], [-0.1892, 2.5847, -1.5832], [-2.8599, 1.0510, -2.3741], [-1.6271, 1.7250, -3.5298], [-2.0620, 4.2011, -0.7772], [1.2583, 0.9754, -2.6958], [2.4047, 2.2772, -1.6761], [2.1189, 1.0848, 1.1017], [0.9578, 2.3553, 0.5611], [2.5570, 3.9830, 0.2977], [3.9436, 2.8216, -0.0433], [3.1536, 2.1156, 2.7328], [2.9959, 3.9938, 2.5985], [5.4831, 3.1960, 3.2348], [5.2788, 4.3652, 1.8616], [5.5102, 2.6122, 1.4316], [2.7602, -2.2145, -3.6882], [1.0035, -2.0226, -3.3519], [3.6467, 0.4456, -2.9265], [5.6052, -0.4904, -1.7065], [4.7029, -2.0240, -1.6422], [6.4217, -1.4485, -3.6374], [5.2238, -0.2736, -4.3080], [4.8553, -2.1236, -4.2466], [-8.3862, -0.3532, 0.4647], [-7.2841, 0.4937, -0.1376], [-6.4304, -0.3120, -0.9459], [-7.9629, -1.1582, 1.0705], [-9.0453, 0.2511, 1.0922], [-8.9826, -0.8246, -0.3206], [-6.6754, 0.9461, 0.6480], [-7.7012, 1.2949, -0.7555], [-6.9728, -0.7023, -1.6441], [6.5598, 6.3250, 5.6822], [6.9247, 4.8847, 5.3799], [7.5401, 4.7881, 4.0990], [5.8795, 6.7155, 4.9216], [6.0813, 6.4099, 6.6602], [7.4499, 6.9599, 5.6705], [6.0307, 4.2581, 5.3712], [7.6150, 4.4912, 6.1326], [8.3344, 5.3366, 4.1158], [-9.6948, -5.2791, -0.5948], [-9.4729, -3.7957, -0.3739], [-9.0750, -3.1682, -1.5903], [-8.7824, -5.7516, -0.9658], [-9.9948, -5.7715, 0.3326], [-10.4699, -5.4463, -1.3478], [-8.6842, -3.6333, 0.3625], [-10.3870, -3.3137, -0.0125], [-9.7806, -3.3074, -2.2345]], "atomic_forces_ev_per_a": [[-0.990, -0.212, -1.462], [0.206, 0.607, -0.028], [-0.788, -0.972, 0.155], [-0.838, -1.636, 0.598], [1.701, 0.240, -0.045], [0.416, 0.747, -0.496], [-0.832, -0.053, 0.882], [-0.773, 1.240, 0.315], [0.673, -2.612, -0.617], [-0.866, 2.120, 0.793], [-0.538, 1.033, -0.810], [1.433, -1.858, -0.290], [-0.692, -1.292, -0.771], [-0.950, 0.162, 0.963], [0.011, 0.684, 0.922], [0.090, -1.126, 0.536], [-4.741, 1.082, -0.104], [2.645, -0.078, 0.077], [0.601, 0.720, -0.105], [0.610, 1.371, 0.139], [-1.795, -0.366, -0.835], [1.759, -0.211, 0.737], [-0.262, -1.620, 0.114], [0.490, 0.031, -2.015], [0.127, 1.198, 0.980], [-0.069, 2.132, 2.754], [-1.004, -0.649, -0.302], [1.016, 1.445, -0.752], [-0.647, 0.187, -0.331], [2.489, -1.675, -0.243], [-0.897, -0.555, -0.253], [-2.245, -0.071, -1.791], [1.761, 0.423, 1.352], [-0.761, -1.372, 1.733], [-0.250, -1.041, -0.387], [2.661, 0.450, -0.442], [0.501, -0.435, 0.784], [1.069, 1.586, -0.655], [1.150, 0.482, 0.838], [-0.634, -0.026, 1.047], [-1.057, -1.088, -0.177], [-1.124, 0.817, 0.044], [0.425, 0.710, -1.302], [-1.230, -0.278, 0.126], [1.088, -0.895, -0.245], [1.021, 0.640, 0.670], [0.711, 0.730, -1.127], [1.081, -0.040, 1.135], [0.857, 0.594, -1.018], [-0.363, -0.981, -0.512], [-0.864, 1.136, 0.318], [1.236, 0.803, 0.067], [-1.342, -0.404, -0.627], [0.535, 1.229, -0.583], [0.776, -0.820, -0.543], [-0.352, -0.024, 0.287], [0.722, -0.504, -0.815], [-0.728, -1.217, 0.414], [0.881, 0.875, 0.080], [-0.445, 0.115, 1.405], [0.187, 0.159, -0.565], [-0.172, -0.560, 0.555], [-0.382, -0.609, 0.179], [-0.098, 0.128, -1.641], [0.976, -0.888, -0.507], [0.844, -0.989, 0.387], [-0.812, 0.197, 0.783], [0.308, 1.134, -0.721], [0.251, -1.596, -0.209], [-0.385, -0.112, -1.224], [-0.396, -1.371, 0.429], [-0.174, 0.626, 1.240], [-0.678, 1.246, 0.894], [1.129, 1.025, -0.604], [-0.240, -0.284, 0.744], [-1.249, -0.751, -0.436], [-0.437, 1.056, -0.761], [-1.473, 0.188, -0.055], [-0.170, -1.210, 0.652], [0.339, 1.141, 0.306], [-0.131, -0.003, 0.115], [-0.301, -0.229, -0.189], [0.203, 0.009, -0.129], [0.017, 0.102, 0.017], [0.002, -0.043, -0.020], [-0.001, 0.084, 0.022], [0.121, -0.056, -0.141], [-0.029, 0.104, 0.154], [0.081, -0.023, 0.161], [-0.131, 0.049, 0.051], [0.313, 0.371, -0.016], [-0.043, -0.159, -0.147], [-0.012, -0.081, 0.062], [0.046, 0.059, -0.030], [-0.013, -0.052, 0.113], [0.110, -0.040, -0.128], [-0.156, -0.034, 0.128], [-0.135, -0.115, -0.031], [0.043, -0.106, 0.054], [-0.259, -0.198, -0.281], [0.151, 0.223, -0.051], [-0.016, 0.058, 0.092], [-0.026, -0.018, -0.070], [-0.056, 0.011, 0.113], [0.019, 0.123, -0.166], [0.026, -0.066, 0.184], [0.144, 0.018, 0.099]]}


No. 2
{"formula": "C18H43N10O5S", "method": "wB97M-V/def2-TZVPD", "e_lumo_ev": [0.41, -0.11], "charge": 0, "homo_energy_ev": [-8.3, -8.3], "spin_multiplicity": 2, "elements": ["C", "C", "S", "C", "C", "C", "C", "N", "C", "C", "C", "C", "N", "O", "C", "C", "C", "C", "H", "H", "H", "H", "H", "H", "H", "H", "H", "H", "H", "H", "H", "H", "H", "H", "H", "H", "H", "H", "H", "H", "H", "H", "H", "H", "H", "C", "O", "N", "N", "H", "H", "H", "H", "C", "O", "N", "N", "H", "H", "H", "H", "C", "O", "N", "N", "H", "H", "H", "H", "C", "O", "N", "N", "H", "H", "H", "H"], "xyz": [[5.7890, -1.3588, 1.7051], [4.2412, -1.0297, 2.2469], [3.1373, -2.3186, 1.4554], [1.4087, -2.3254, 2.1695], [0.2212, -1.8455, 1.1404], [-0.9554, -3.0137, 1.2290], [-2.4197, -2.5393, 0.6710], [-3.5534, -2.5405, 1.4844], [-0.2762, -0.3559, 1.6033], [0.7605, 0.8673, 1.2702], [-0.1815, 2.2096, 0.9913], [1.6455, 1.2709, 2.6328], [1.7776, 0.5897, 0.1955], [2.0487, 1.8151, -0.3460], [1.2876, -0.3113, -0.9043], [2.6363, -0.6833, -1.8223], [0.2321, 0.3819, -1.9636], [0.6615, -1.7477, -0.4338], [6.5389, -0.6319, 2.2452], [5.7907, -1.1873, 0.5239], [6.0574, -2.5057, 1.8470], [3.9664, 0.0091, 1.7408], [4.2101, -0.9919, 3.4160], [1.4090, -1.7368, 3.2081], [1.1807, -3.4567, 2.4755], [-1.0443, -3.4460, 2.3315], [-0.5981, -3.9268, 0.5594], [-2.5381, -2.1869, -0.4635], [-3.2149, -2.8837, 2.4113], [-1.3302, -0.0328, 1.2077], [-0.3766, -0.3935, 2.7923], [-0.5377, 2.3151, -0.1164], [-1.0883, 2.1165, 1.7518], [0.4367, 3.1502, 1.3102], [1.6807, 0.4128, 3.4265], [2.7074, 1.6902, 2.3230], [1.0949, 2.1884, 3.1620], [3.3892, -1.3848, -1.2656], [2.3390, -1.2329, -2.8245], [3.2212, 0.3100, -2.1321], [-0.8310, 0.5931, -1.4656], [0.6530, 1.3343, -2.4994], [0.0236, -0.4166, -2.8088], [1.3666, -2.6393, -0.7984], [-0.3400, -1.8946, -1.0675], [-1.8722, -3.1916, -3.4352], [-1.6806, -2.5004, -2.4472], [-1.7954, -2.7071, -4.6877], [-2.1774, -4.4996, -3.3598], [-1.9499, -3.2605, -5.5136], [-1.5679, -1.7265, -4.7891], [-2.2451, -4.9041, -2.4350], [-2.3387, -5.0850, -4.1618], [-1.9788, 4.8361, -1.9739], [-2.0387, 3.8331, -2.6674], [-0.8166, 5.4405, -1.6681], [-3.0696, 5.4267, -1.4533], [-0.7470, 6.2669, -1.0986], [0.0289, 5.0279, -2.0401], [-3.9651, 5.0035, -1.6594], [-3.0404, 6.2529, -0.8800], [-4.7219, -6.9862, 0.8573], [-5.3281, -7.9679, 0.4582], [-5.0338, -5.7343, 0.4765], [-3.6876, -7.0685, 1.7135], [-4.5463, -4.9136, 0.7942], [-5.8065, -5.6279, -0.1678], [-3.4202, -7.9930, 2.0252], [-3.1761, -6.2716, 2.0533], [1.5366, 8.0984, 0.0115], [0.9304, 7.1167, -0.3877], [1.2248, 9.3503, -0.3694], [2.5709, 8.0161, 0.8677], [1.7122, 10.1710, -0.0516], [0.4520, 9.4567, -1.0136], [2.8384, 7.0916, 1.1794], [3.0824, 8.8130, 1.2075]], "atomic_forces_ev_per_a": [[-0.935, -0.392, -0.577], [1.089, 1.267, -0.659], [0.034, 0.116, 0.800], [-0.658, -0.549, 1.250], [-0.012, 0.270, -0.293], [-0.274, -0.076, -0.382], [-2.630, -0.027, 2.394], [5.213, -0.435, -3.027], [-0.063, -0.241, 0.944], [-0.667, 0.818, 2.738], [0.356, -0.171, 0.612], [-0.658, 1.001, 0.111], [-2.688, 2.998, -2.020], [0.751, -2.661, 1.134], [1.114, -1.929, -2.860], [0.392, 0.498, -0.454], [-0.608, -0.385, -0.123], [-0.870, -0.294, -0.368], [-1.447, -1.595, -1.172], [0.121, -0.171, 2.652], [-0.466, 2.533, 0.021], [0.509, -2.146, 1.491], [-0.104, -0.130, -2.289], [-0.124, -1.141, -2.406], [0.679, 2.384, -0.772], [-0.041, 1.118, -2.187], [-0.623, 1.913, 1.261], [0.374, -0.869, 2.686], [-0.316, 0.332, -0.626], [1.988, -0.974, 0.436], [0.062, 0.176, -2.504], [0.596, -0.267, 2.196], [1.775, 0.237, -1.732], [-1.232, -1.738, -0.873], [0.264, 1.544, -1.667], [-2.211, -1.125, 0.662], [1.102, -2.074, -1.073], [-1.581, 1.381, -0.797], [0.335, 1.126, 2.089], [-1.419, -2.112, 0.757], [2.394, -0.324, -1.052], [-0.773, -1.738, 1.373], [0.474, 1.506, 1.835], [-1.397, 1.953, 1.141], [2.336, 0.413, 1.516], [-0.014, 0.056, 0.031], [-0.118, 0.126, 0.128], [0.220, 0.924, -0.926], [-0.231, -1.171, 0.611], [0.028, 0.101, 0.180], [-0.110, -0.346, -0.009], [-0.019, 0.084, -0.372], [0.023, 0.118, 0.158], [0.764, -0.418, -0.369], [-0.202, -0.346, -0.178], [0.651, 0.058, -0.124], [-1.692, 0.370, 0.408], [0.289, -0.164, -0.060], [-0.282, 0.239, 0.256], [0.363, 0.189, 0.106], [0.046, -0.188, -0.113], [-0.606, -0.466, -0.408], [0.011, -0.137, -0.013], [-0.559, 1.014, -0.680], [1.195, -0.578, 0.990], [-0.081, 0.076, -0.020], [0.306, -0.015, 0.294], [-0.102, 0.387, -0.112], [-0.130, -0.118, -0.076], [-0.116, -0.287, -0.074], [-0.056, -0.036, 0.042], [-0.708, 1.066, -0.648], [0.910, -0.591, 0.809], [-0.092, -0.172, -0.064], [0.334, 0.009, 0.237], [-0.072, 0.352, -0.107], [-0.108, -0.156, -0.086]]}


no.,strongest force on any atom (eV Å⁻¹)
1,4.9
2,6.0